(1)
{"formula": "C11H8N2S3", "method": "ωB97M-V/def2-TZVPD", "e_lumo_ev": 0.24, "smiles": "Nc1nc(-c2cccs2)c(-c2cccs2)s1", "e_tot_ha": -1728.05480, "symbols": ["H", "C", "H", "C", "N", "C", "C", "C", "H", "C", "C", "H", "H", "C", "S", "C", "H", "S", "S", "H", "H", "N", "C", "C"], "xyz": [[-4.2424, -2.5219, 0.9792], [0.2201, -0.5501, 0.9583], [2.5730, 1.7474, -1.5933], [1.5066, 1.8496, -1.6913], [2.8114, -0.8929, 3.2902], [-2.8234, -2.0036, -0.6080], [-1.0613, -1.0996, 0.5877], [0.8775, 2.6409, -2.6711], [-0.9841, -1.2732, -1.5581], [-1.5412, -1.4238, -0.6511], [0.6233, 1.2020, -0.8670], [1.4120, 3.2100, -3.4103], [-1.2016, 3.1044, -3.1910], [1.9750, -0.5278, 2.2921], [2.4885, 0.6428, 1.0745], [-0.4763, 2.6050, -2.5802], [-3.3622, -2.3215, -1.4826], [-2.1912, -1.5356, 1.8300], [-1.0190, 1.5984, -1.2939], [3.5611, -0.2681, 3.5325], [2.3957, -1.4245, 4.0374], [0.8108, -1.0285, 2.0920], [-3.3011, -2.1219, 0.6585], [0.9489, 0.3923, 0.2654]], "forces_ev_per_angstrom": [[-0.212, -0.105, 0.016], [0.928, 0.866, -0.645], [0.198, -0.032, 0.013], [-0.180, -0.330, 0.300], [0.346, -0.118, 0.359], [-0.240, -0.072, 0.023], [-0.637, -0.324, 0.047], [-0.218, 0.215, -0.197], [0.124, 0.030, -0.111], [0.268, 0.016, 0.294], [-0.415, 0.486, -0.651], [0.052, 0.104, -0.144], [-0.108, 0.115, -0.185], [0.256, 0.692, -0.851], [-0.545, -0.449, 0.291], [-0.118, -0.142, 0.273], [-0.117, -0.079, -0.121], [0.029, -0.020, -0.576], [0.602, 0.289, -0.214], [-0.073, -0.066, 0.091], [0.025, 0.026, 0.007], [-0.117, -0.516, 0.731], [0.167, 0.150, 0.331], [-0.014, -0.734, 0.923]], "lowdin_charge": [0.06, -0.36, 0.10, -0.15, 0.09, -0.19, -0.50, -0.19, 0.11, -0.17, -0.54, 0.10, 0.06, -0.69, 1.08, -0.41, 0.10, 1.05, 1.07, 0.09, 0.10, 0.08, -0.41, -0.48]}



(2)
{"formula": "C11H8N6O3", "method": "ωB97M-V/def2-TZVPD", "e_lumo_ev": -1.22, "smiles": "Nc1nc2[nH]n(-c3ccc(C(=O)O)cc3)nc-2c(=O)n1", "e_tot_ha": -978.21019, "symbols": ["C", "C", "H", "C", "C", "N", "C", "O", "C", "O", "H", "C", "H", "H", "C", "H", "H", "H", "N", "N", "O", "N", "N", "C", "N", "C", "H", "C"], "xyz": [[-0.0413, -1.1687, 1.7069], [0.7623, -3.4192, 1.4605], [1.5808, -1.4635, -1.2480], [0.3962, 2.0947, -1.5284], [1.2053, -1.7530, -0.2656], [-2.3796, 4.9782, -2.1124], [1.3373, -3.0588, 0.2126], [1.3564, 3.1125, -3.4416], [-0.6841, 2.3076, -0.6198], [1.5625, -5.6156, 1.3457], [-2.7290, 5.4506, -1.2855], [-1.4414, 4.0933, -1.8403], [0.3673, -6.0405, 3.2728], [1.8131, -3.8721, -0.3548], [0.9051, -4.7933, 1.9781], [-0.9992, 1.5581, 1.2471], [-2.0796, 5.5877, -2.8807], [-0.3416, -2.6431, 3.1844], [0.4018, 0.5371, -0.0276], [1.0018, 0.9804, -1.1846], [0.2880, -5.0737, 3.1178], [-0.4962, 4.1462, -2.7220], [-1.5611, 3.2900, -0.7344], [0.5093, 3.1742, -2.5583], [-0.7265, 1.3166, 0.3092], [0.0931, -2.4458, 2.2002], [-0.6569, -0.4834, 2.2878], [0.5562, -0.7965, 0.4809]], "forces_ev_per_angstrom": [[0.032, 0.972, -0.460], [0.235, 1.009, -0.197], [0.033, -0.226, 0.319], [-1.003, -0.093, 1.349], [0.670, -0.616, -0.676], [-2.137, 2.065, 0.551], [-0.601, -0.506, 0.779], [0.330, -0.312, 1.155], [-2.123, 2.406, -0.781], [-0.925, 0.591, 1.084], [-0.473, -0.104, -0.342], [1.455, -0.747, 0.297], [0.138, 0.667, -0.143], [-0.147, 0.681, 0.182], [1.588, -1.243, -2.085], [0.211, -0.432, 0.391], [-0.355, -0.297, 0.632], [0.156, -0.237, -0.479], [0.662, -0.183, -0.243], [-0.652, -0.130, 1.219], [-0.401, -0.468, 0.494], [2.388, -2.434, 0.904], [-0.047, -0.873, 0.967], [0.662, -0.003, -3.730], [1.177, 0.178, -1.707], [-0.096, -0.040, 0.115], [0.322, 0.089, -0.192], [-1.099, 0.286, 0.596]], "lowdin_charge": [-0.02, -0.13, 0.12, -0.09, -0.01, 0.14, 0.03, 0.05, -0.27, 0.08, 0.11, -0.53, 0.15, 0.13, -0.49, 0.16, 0.12, 0.13, -0.07, 0.24, 0.12, 0.16, 0.16, -0.40, 0.19, -0.02, 0.11, -0.17]}



(3)
{"formula": "C11H8NOS", "method": "ωB97M-V/def2-TZVPD", "e_lumo_ev": 2.94, "charge": -1, "e_tot_ha": -952.12573, "symbols": ["C", "H", "C", "H", "C", "C", "O", "H", "C", "C", "C", "C", "H", "C", "H", "S", "H", "C", "C", "H", "H", "N"], "xyz": [[1.3318, 0.9966, -0.0002], [-2.4659, 2.6643, -0.0313], [-0.8510, -0.2997, -0.0674], [1.3157, -3.7029, -0.0705], [-4.3840, 0.0979, 0.5698], [0.8617, 2.2624, 0.1752], [-4.1369, -0.1782, 1.6957], [-0.6843, 3.8235, -0.1173], [1.2945, -1.4537, -0.0268], [-0.7095, -2.7902, -0.1023], [0.6042, -0.2561, -0.0320], [-0.5039, 2.8099, 0.0500], [2.4332, -1.3189, -0.0948], [0.6631, -2.7166, -0.0586], [2.3451, 0.9528, 0.1474], [-5.0076, 0.0814, -0.8647], [-1.0696, -3.8391, -0.1390], [-1.5849, 2.0344, -0.0246], [-1.4266, -1.6043, -0.1756], [-2.4348, -1.5132, -0.2847], [1.4897, 3.1158, 0.2987], [-1.7637, 0.7054, 0.0259]], "forces_ev_per_angstrom": [[-1.810, 2.445, 0.950], [-0.906, -0.418, -0.254], [0.929, -1.094, 0.160], [-1.401, 2.184, 0.086], [0.630, -1.999, 3.282], [-1.519, -0.070, -1.150], [-0.504, 1.421, -2.822], [0.254, 1.675, 0.072], [1.512, 0.319, -0.491], [0.660, -0.803, -0.356], [-1.697, -0.614, -0.296], [1.912, -1.756, 0.118], [-1.665, -0.644, 0.296], [2.294, -1.576, 0.165], [2.578, -0.553, 0.129], [-0.036, 0.585, -0.431], [-0.569, 1.051, -0.021], [-0.431, -1.066, 0.402], [2.285, 0.996, 0.474], [-2.790, -0.478, -0.172], [1.400, -0.012, 0.142], [-1.126, 0.407, -0.282]], "lowdin_charge": [-0.09, 0.08, -0.22, 0.11, -0.88, -0.10, 0.06, 0.04, -0.10, -0.15, -0.18, -0.16, 0.12, -0.18, 0.05, 0.71, 0.09, -0.25, -0.05, 0.03, 0.07, 0.01]}



(4)
{"formula": "C11H9AuN5O2S4SbSe", "method": "ωB97M-V/def2-TZVPD", "multiplicity": 2, "e_lumo_ev": [1.17, 0.15], "charge": -1, "e_tot_ha": -5219.10331, "symbols": ["Au", "C", "H", "H", "H", "H", "Se", "H", "N", "C", "S", "N", "C", "H", "O", "C", "S", "N", "H", "C", "C", "N", "H", "C", "Sb", "S", "C", "C", "H", "N", "S", "C", "C", "O"], "xyz": [[-0.0625, 1.4761, -2.8994], [-2.2062, -1.6980, 2.0625], [3.8336, -0.7062, 0.8518], [0.5319, -2.3503, 3.9479], [2.7384, 0.1971, -3.1891], [4.4480, -0.7565, -1.5940], [1.4540, 3.2496, -3.7724], [-2.6166, -3.9454, 3.2525], [1.4821, 0.7783, -1.6753], [-1.3378, -2.4056, 2.8946], [-1.8582, 2.2806, -4.1183], [0.2008, 1.6223, -0.0116], [-0.1483, -1.8043, 3.3035], [-3.1314, -2.1592, 1.7359], [-1.5625, 2.5164, 1.4077], [0.9069, 3.2682, -5.5275], [-4.9733, -0.0549, -4.0265], [0.6251, 3.3405, -6.6438], [1.0887, -0.0449, 3.1954], [3.5351, -0.3003, -1.2455], [-0.7022, 0.1725, 2.0640], [-1.6348, -3.7199, 3.2740], [-2.5638, 0.1430, 1.0172], [3.1869, -0.2483, 0.1071], [-3.3030, 0.8788, -2.8203], [-0.3129, 1.8088, 1.5094], [1.2586, 0.9144, -0.3185], [2.6091, 0.2228, -2.1143], [-1.2071, -4.0084, 4.1395], [2.1031, 0.3241, 0.5702], [-1.3647, -0.3909, -2.3010], [0.1696, -0.5224, 2.8873], [-1.8905, -0.4158, 1.6535], [0.7034, 2.3376, 2.3834]], "forces_ev_per_angstrom": [[-0.056, 0.102, -0.115], [0.005, -0.006, 0.005], [-0.001, 0.001, -0.002], [0.000, -0.001, 0.000], [0.010, 0.008, -0.002], [0.001, 0.002, 0.001], [-0.069, -0.100, 0.139], [0.000, 0.000, 0.000], [0.108, 0.058, -0.018], [0.001, 0.016, -0.006], [0.030, -0.050, 0.021], [-0.052, 0.020, -0.002], [-0.004, -0.004, 0.003], [0.000, -0.002, 0.000], [0.022, -0.008, 0.027], [0.034, 0.080, -0.013], [0.037, -0.086, 0.044], [-0.004, -0.022, -0.012], [0.009, 0.001, -0.006], [-0.008, -0.008, -0.025], [0.016, 0.018, -0.003], [0.000, -0.005, 0.002], [0.000, -0.003, -0.004], [-0.006, -0.003, 0.002], [-0.085, 0.216, -0.093], [-0.030, -0.009, -0.020], [0.067, 0.011, -0.004], [-0.054, -0.069, 0.013], [-0.001, -0.001, 0.000], [-0.008, 0.005, 0.020], [0.021, -0.159, 0.063], [-0.016, 0.012, 0.020], [0.011, -0.004, -0.028], [0.022, -0.008, -0.007]], "lowdin_charge": [0.37, -0.03, 0.11, 0.10, 0.11, 0.09, 0.54, 0.08, -0.12, -0.33, -0.09, -0.09, -0.04, 0.11, -0.33, -0.88, -0.23, 0.03, 0.10, -0.07, -0.29, 0.08, 0.10, -0.13, 0.19, 0.58, -0.49, -0.16, 0.08, 0.14, -0.08, -0.07, -0.07, -0.32]}



(5)
{"formula": "C11H9F5N2ORuS2", "method": "ωB97M-V/def2-TZVPD", "e_lumo_ev": [-10.21, -10.37], "charge": 2, "e_tot_ha": -1999.27444, "symbols": ["H", "C", "O", "C", "Ru", "C", "F", "C", "H", "N", "H", "H", "H", "F", "C", "C", "C", "F", "S", "C", "F", "H", "N", "H", "S", "F", "C", "H", "H", "C", "C"], "xyz": [[2.0270, -4.9420, -0.5464], [-0.4384, 5.2793, 0.2378], [0.7604, -2.3988, -0.8073], [2.2543, 1.4393, 0.2928], [0.7293, -0.5899, -0.0854], [0.9116, 4.9610, 0.3844], [-1.8758, -2.7413, 0.0623], [0.5576, -3.5928, -1.1860], [-2.4560, 4.5520, -0.0797], [0.0162, -3.8213, -2.3636], [1.6500, 5.7321, 0.5418], [0.3841, -5.6041, -0.4884], [-0.1344, -4.7688, -2.6843], [-2.7745, -1.9402, 1.8864], [-1.0822, 2.9326, -0.0263], [-1.0639, -0.6418, 0.8824], [0.9837, -4.7133, -0.3154], [-1.8203, -0.0507, -0.1045], [2.9415, -0.1342, 0.3571], [0.2823, 2.5874, 0.1252], [-0.7630, -2.7566, 1.9204], [-0.7380, 6.3168, 0.2832], [0.8641, 1.3477, 0.0771], [0.9176, -4.4156, 0.7288], [2.8738, 2.9623, 0.5184], [-1.0830, 0.0573, 1.9870], [1.2518, 3.6172, 0.3318], [-0.2610, -3.0641, -2.9729], [-1.8520, 2.1867, -0.1963], [-1.6432, -2.0667, 1.2057], [-1.4198, 4.2706, 0.0340]], "forces_ev_per_angstrom": [[0.010, -0.008, 0.017], [-0.440, -0.794, -0.119], [0.059, 0.183, 0.203], [-0.420, -0.692, -0.057], [-0.451, 1.584, -1.210], [-0.280, -0.482, -0.041], [-0.027, 0.307, 0.334], [-0.227, -0.074, -0.567], [-0.021, 0.074, 0.004], [0.131, -0.041, 0.336], [0.064, 0.039, 0.014], [0.014, -0.022, -0.013], [0.015, 0.091, 0.033], [0.445, -0.053, -0.349], [0.489, -0.104, 0.024], [0.114, -0.818, 0.094], [-0.002, -0.117, 0.118], [0.551, -0.574, 0.466], [-0.458, 0.018, 0.382], [-0.187, 1.277, -0.050], [0.116, 0.112, 0.074], [-0.059, 0.005, -0.015], [0.923, -1.314, 0.241], [0.003, -0.027, -0.039], [-0.106, 0.100, 0.018], [-0.095, 0.646, 0.324], [-0.719, -0.041, -0.125], [0.038, -0.020, 0.023], [0.252, 0.120, 0.042], [-0.474, 0.064, -0.313], [0.741, 0.561, 0.150]], "lowdin_charge": [0.12, 0.01, -0.19, -1.02, 1.23, -0.03, 0.15, -0.47, 0.13, 0.26, 0.13, 0.11, 0.16, 0.22, 0.03, -0.44, 0.05, 0.08, 0.80, -0.26, 0.18, 0.13, -0.16, 0.10, 1.23, 0.15, -0.39, 0.15, 0.11, -0.58, -0.01]}



(6)
{"formula": "C11H9FOS", "method": "ωB97M-V/def2-TZVPD", "e_lumo_ev": [-0.32, -1.20], "e_tot_ha": -997.64753, "symbols": ["C", "S", "H", "C", "H", "C", "C", "F", "C", "H", "C", "H", "H", "C", "H", "C", "H", "O", "H", "C", "H", "C", "C"], "xyz": [[-0.2283, 1.7610, 0.6687], [4.2673, -0.0969, -0.9564], [0.4042, 1.8901, -1.2736], [-0.5539, 2.1062, -0.7345], [-2.6380, -1.8383, -0.1609], [-1.7546, -1.3966, 0.1437], [-1.7777, -0.0686, 0.4933], [0.7516, 2.5723, 1.1850], [2.8242, -0.7127, 1.0645], [-2.6947, 0.4118, 0.4296], [1.9672, -0.9131, -0.1385], [-0.7035, 3.1306, -0.9089], [4.7513, 0.1348, 1.6087], [2.6614, -0.5973, -1.2435], [2.3402, -0.8330, -2.2364], [4.0604, -0.2419, 0.8039], [-1.5066, 1.5320, -1.0805], [-0.2911, 0.0759, 2.3344], [2.4330, -0.8984, 2.0709], [-0.6738, 0.5898, 1.2734], [-0.3065, -3.0995, -0.0009], [-0.4152, -2.0338, 0.0281], [0.6794, -1.3740, 0.0631]], "forces_ev_per_angstrom": [[1.412, 2.309, -0.615], [0.272, 0.270, 1.037], [-0.936, -0.333, -0.213], [-0.459, -1.956, -0.351], [-1.440, -1.132, -0.707], [2.605, 3.467, 0.679], [0.614, -3.545, 0.437], [-1.219, -1.339, -0.166], [-0.642, 0.137, 0.062], [-1.635, 1.062, 0.030], [-0.227, -0.633, 3.834], [-0.341, 1.571, 0.142], [-0.491, -0.626, -1.445], [0.742, -0.025, -1.750], [-0.040, 0.214, -0.439], [-0.103, 0.362, 0.093], [2.199, 0.909, 0.259], [0.017, 0.908, -0.231], [0.170, 0.194, -0.442], [-0.361, -1.434, 0.898], [-0.339, -0.782, -0.121], [-1.643, -0.638, 0.560], [1.846, 1.038, -1.550]], "lowdin_charge": [-0.18, 0.95, 0.11, 0.00, 0.08, -0.02, -0.05, 0.08, -0.14, 0.09, -0.34, 0.06, 0.09, -0.41, 0.07, -0.37, 0.12, 0.08, 0.12, -0.42, 0.11, -0.08, 0.05]}



(7)
{"formula": "C11H9N", "method": "ωB97M-V/def2-TZVPD", "e_lumo_ev": 0.54, "smiles": "c1ccc(-c2cccnc2)cc1", "e_tot_ha": -479.19085, "symbols": ["H", "C", "H", "H", "C", "H", "C", "C", "N", "H", "C", "C", "C", "H", "C", "H", "H", "H", "C", "C", "C"], "xyz": [[4.4667, -0.0019, -0.3950], [2.6435, 1.0749, 0.6732], [3.3077, -1.9644, -0.9784], [-1.0602, -1.8649, 1.1468], [1.2395, 0.9607, 0.7495], [0.5538, -2.0124, -0.7761], [-2.8029, 1.0623, -0.5048], [1.1745, -1.2340, -0.2112], [-3.1645, -1.0604, 0.6329], [3.2528, 1.8057, 0.9606], [-3.6485, -0.0043, -0.0784], [3.2993, -0.0420, -0.2104], [-0.8692, -0.1812, 0.1297], [0.6057, 1.7587, 1.4552], [-1.3612, 0.8531, -0.5551], [-0.8214, 1.5106, -1.1622], [-4.7810, 0.0908, -0.0508], [-3.3285, 1.7071, -1.2980], [-1.7860, -1.0817, 0.7364], [0.5447, -0.1770, 0.2233], [2.5352, -1.1995, -0.4873]], "forces_ev_per_angstrom": [[-2.730, -0.091, 0.299], [-2.656, -6.502, -4.796], [-2.795, 0.959, 0.919], [-2.464, 0.090, 0.354], [0.210, 2.015, 2.450], [0.949, 0.728, 1.352], [-0.484, -1.644, -3.064], [1.041, -4.176, -3.781], [2.820, 0.270, -0.412], [1.921, 3.110, 1.504], [0.485, 1.002, 2.010], [-0.390, 1.422, 2.850], [-2.390, 0.170, 1.182], [1.698, -2.126, -2.267], [-5.515, 1.723, -0.245], [1.106, 0.936, -0.486], [1.613, -0.158, -0.474], [1.114, -0.297, 1.671], [0.851, -0.478, -0.651], [0.507, 2.334, 2.388], [5.110, 0.714, -0.805]], "lowdin_charge": [0.12, -0.02, 0.14, 0.14, -0.03, 0.16, -0.04, -0.09, 0.05, 0.03, -0.16, -0.05, -0.26, 0.17, -0.03, 0.10, 0.12, 0.12, -0.05, -0.30, -0.11]}



(8)
{"formula": "C11H9NO4Ti", "method": "ωB97M-V/def2-TZVPD", "multiplicity": 2, "e_lumo_ev": [-15.17, -15.31], "charge": 3, "e_tot_ha": -1628.37749, "symbols": ["O", "C", "Ti", "C", "C", "H", "C", "C", "C", "C", "C", "N", "H", "H", "H", "O", "C", "O", "O", "H", "H", "H", "C", "H", "C", "H"], "xyz": [[-0.0721, 0.8466, 1.7008], [-1.9098, 0.0542, -1.4031], [-0.0054, -0.5380, -1.0899], [-0.0020, -1.3073, -3.1633], [1.2454, -4.2870, 1.3846], [0.0812, -5.7878, 2.6029], [-0.0052, -0.0009, -3.4925], [-0.0854, 0.4358, 0.6099], [-1.0878, -3.9581, 2.0179], [0.0794, -4.7759, 2.0447], [-1.0118, -2.6887, 1.3558], [0.0661, -2.2234, 0.6290], [-0.9233, -1.9140, -3.2424], [2.1402, -4.9726, 1.4937], [-1.9664, -2.1949, 1.2900], [-2.9301, 0.6782, -1.2384], [1.1356, -3.0925, 0.5801], [-0.0041, 3.0034, -0.8252], [2.8853, 0.8190, -0.8464], [-0.9243, 0.4948, -3.8303], [0.9111, 0.4830, -3.8530], [0.9236, -1.9033, -3.2572], [-0.0091, 1.8957, -1.2111], [1.9355, -2.9903, -0.1981], [1.8991, 0.1738, -1.1757], [-1.9875, -4.4474, 2.4986]], "forces_ev_per_angstrom": [[-0.129, -1.841, -5.522], [-10.776, 5.978, 1.627], [0.558, -4.273, 1.272], [-0.020, -0.906, -2.226], [-0.979, -0.117, -0.162], [0.050, 1.838, -1.061], [0.078, -0.124, -2.495], [-0.059, 2.832, 9.132], [1.110, -0.258, -0.467], [0.211, 0.506, 0.392], [-0.795, -1.843, 0.486], [-0.258, -1.221, -1.107], [0.086, 0.364, 0.498], [-0.786, 1.393, -0.851], [0.073, 0.831, 0.096], [7.734, -5.114, -1.658], [1.150, -1.593, 0.547], [-0.023, -6.360, -2.575], [-8.182, -5.682, -3.129], [0.080, 0.039, 0.571], [-0.051, 0.076, 0.621], [-0.048, 0.349, 0.503], [-0.068, 6.592, 2.036], [-0.586, 0.611, 0.963], [10.909, 6.432, 3.239], [0.722, 1.491, -0.731]], "lowdin_charge": [0.32, 0.04, 0.80, -0.10, 0.02, 0.18, -0.03, -0.11, 0.02, 0.02, -0.08, -0.05, 0.14, 0.16, 0.12, 0.27, -0.09, 0.30, 0.26, 0.13, 0.13, 0.14, 0.05, 0.13, 0.06, 0.16]}